ORCA calculation (wB97M-V/def2-TZVPD) on C33H43N3O4P2TeTm as an isolated structure in a non-equilibrium geometry.

Results
HOMO level (alpha / beta): -8.15 / -8.15 eV
max |F|: 3.8 eV Å⁻¹
orbital gap (alpha / beta): 4.63 / 4.64 eV
2S+1: 3
energy above the lowest of the compared OMol25 structures with the same formula, charge and spin: 46.6 kcal per mole
total charge: +1
LUMO (alpha / beta): -3.524 / -3.519 eV
molecular weight: 904.2 g/mol
DFT total energy: -3784.3336 Eh

Last column: Mulliken charge in e.
CARTESIAN COORDINATES (ANGSTROEM)
Tm (-0.1127, -1.4968, -0.0754)  0.560
C (1.1138, 1.9291, 6.1202)  -0.791
O (-0.0638, 1.1443, 6.2478)  -0.414
C (-0.3703, 0.2767, 5.2265)  0.953
C (-1.1740, -0.8180, 5.6926)  -1.211
C (-1.4694, -1.8010, 4.7976)  -0.777
C (-0.9979, -1.7947, 3.4459)  0.491
C (-1.5692, -2.7311, 2.4999)  0.886
C (-2.4438, -3.8148, 2.9294)  -1.766
O (-1.3457, -2.6790, 1.1888)  -0.220
C (-0.1906, -0.7063, 3.0446)  0.476
O (0.3426, -0.6601, 1.8289)  -0.041
C (0.0768, 0.3325, 3.9304)  -0.517
H (1.1787, 2.3939, 7.1669)  0.233
H (1.0423, 2.7130, 5.3380)  0.347
H (2.0053, 1.2989, 6.0415)  0.349
H (-1.4459, -0.7738, 6.7216)  0.501
H (-2.1761, -2.5573, 5.1179)  0.218
H (-2.2121, -4.1310, 3.9829)  0.391
H (-2.4458, -4.6242, 2.2344)  0.374
H (-3.4552, -3.3522, 2.9351)  0.348
H (0.5883, 1.2765, 3.5657)  0.015
C (-3.8212, -2.1396, -2.1740)  -1.683
P (-2.4522, -0.9797, -1.8091)  1.341
C (-3.2199, 0.1618, -0.5513)  -1.562
C (-2.5700, 0.0809, -3.2942)  0.103
C (-3.6841, 0.8200, -3.7698)  -0.237
C (-3.5626, 1.6693, -4.8609)  -0.803
C (-2.2832, 1.8261, -5.4503)  -0.613
C (-1.1843, 1.1965, -4.9376)  -1.026
C (-1.3175, 0.2979, -3.8816)  -0.197
P (0.2070, -0.6306, -3.3196)  1.802
C (1.5212, 0.6246, -3.5551)  -1.486
C (0.3989, -1.7313, -4.7646)  -1.289
H (-4.7900, -1.6997, -2.0005)  0.484
H (-3.7577, -2.9889, -1.4891)  0.424
H (-3.7629, -2.5493, -3.1722)  0.381
H (-3.1796, 1.1510, -0.9186)  0.602
H (-2.5924, 0.1016, 0.3530)  0.230
H (-4.2184, -0.2420, -0.3167)  0.417
H (-4.6134, 0.8140, -3.1839)  0.355
H (-4.4209, 2.1953, -5.3102)  0.384
H (-2.1524, 2.4666, -6.3500)  0.371
H (-0.2415, 1.3858, -5.4339)  0.380
H (1.1308, 1.6436, -3.4344)  0.376
H (2.0172, 0.5242, -4.5104)  0.495
H (2.2320, 0.5328, -2.6975)  0.171
H (-0.1822, -1.3366, -5.6284)  0.425
H (0.0435, -2.7697, -4.4642)  0.159
H (1.4595, -1.8438, -5.0984)  0.368
C (4.5225, -3.0736, -1.1051)  -0.823
N (3.1312, -3.6434, -1.0972)  0.234
C (2.9192, -4.9531, -1.5459)  -0.122
C (1.6514, -5.3758, -1.8077)  -1.056
C (0.5721, -4.4643, -1.6279)  1.017
N (0.8225, -3.2188, -1.1036)  0.110
C (2.0615, -2.8321, -0.7384)  0.166
O (2.1695, -1.7725, -0.0371)  -0.517
N (-0.6606, -4.7282, -2.0684)  -0.210
H (4.8226, -2.8238, -0.0717)  0.284
H (4.4586, -2.1238, -1.6863)  0.277
H (5.1804, -3.8260, -1.5854)  0.343
H (3.8071, -5.6100, -1.7169)  0.376
H (1.4541, -6.3702, -2.2449)  0.356
H (-0.9340, -5.6219, -2.4447)  0.253
H (-1.2729, -3.9456, -2.2152)  0.037
C (2.9047, 6.0349, 2.9375)  -1.628
C (2.2283, 5.1116, 2.0167)  0.578
C (0.9430, 5.3744, 1.5337)  -0.736
C (0.1394, 4.4757, 0.8637)  0.901
C (-1.3201, 4.8493, 0.6070)  -1.398
C (0.7068, 3.1753, 0.5969)  0.084
Te (-0.2636, 1.8787, -0.8725)  -0.154
C (2.0162, 2.8779, 1.0533)  0.943
C (2.6116, 1.5396, 0.8238)  -1.010
C (2.7362, 3.8088, 1.7932)  -1.031
H (3.3213, 6.8671, 2.3470)  0.352
H (3.7605, 5.5655, 3.4627)  0.328
H (2.1988, 6.4893, 3.6233)  0.383
H (0.4617, 6.3129, 1.8481)  0.196
H (-1.3725, 5.8915, 0.9887)  0.371
H (-2.0106, 4.3207, 1.3346)  0.214
H (-1.5936, 4.7656, -0.4415)  0.317
H (1.8466, 0.7752, 1.0071)  -0.244
H (3.4229, 1.3919, 1.5415)  0.357
H (3.0536, 1.4450, -0.1559)  0.327
H (3.6246, 3.4271, 2.2299)  0.341



ORCA calculation (wB97M-V/def2-TZVPD) on C13H22BFNNaO5PS as an isolated structure in a non-equilibrium geometry.

Results
HOMO level: -11.18 eV
max |F|: 7.1 eV Å⁻¹
orbital gap: 6.39 eV
2S+1: 1
total charge: +1
LUMO: -4.791 eV
molecular weight: 388.2 g/mol
DFT total energy: -1965.6099 Eh

Last column: Mulliken charge in e.
CARTESIAN COORDINATES (ANGSTROEM)
C (0.0867, -3.7834, 3.9684)  -0.249
C (-0.6622, -3.1183, 3.0973)  -0.682
C (-1.1193, -2.0726, 1.9269)  -0.293
C (-0.0346, -0.8444, 1.7517)  0.261
C (0.1219, 0.0139, 3.1191)  0.218
C (-1.3108, 0.3326, 3.8474)  -0.970
F (0.9212, -0.6714, 4.1475)  -0.337
C (1.2800, -1.7399, 1.3162)  -0.014
O (2.2861, -2.0953, 1.9877)  -0.489
O (1.0416, -2.0204, -0.1136)  -0.451
C (0.9644, -0.6461, -0.6794)  0.124
C (0.6399, -0.8095, -2.2485)  -0.720
S (0.2306, 0.7479, -3.1684)  -0.358
C (1.5435, 2.0516, -2.9978)  0.239
C (1.0948, 3.4708, -3.6477)  -1.224
P (2.8014, -0.1471, -0.6504)  0.202
N (3.1702, 1.1840, 0.1652)  -0.727
C (-0.1073, 0.0043, 0.3357)  1.105
O (0.0538, 1.4458, 0.3746)  -0.780
B (-1.6910, -0.0828, -0.1751)  0.141
O (-2.5383, 1.0362, 0.2714)  -0.499
O (-2.2321, -1.1762, -0.9510)  -0.351
C (-3.5059, -0.8360, -1.5816)  -0.534
H (0.8593, -4.2482, 4.7000)  0.353
H (-1.1711, -2.7427, 0.9719)  0.482
H (-2.1640, -1.7125, 2.2389)  0.372
H (0.6275, 1.0385, 2.9842)  0.307
H (-1.2794, 1.2919, 4.4914)  0.323
H (-2.2029, 0.2830, 3.1201)  0.160
H (-1.4601, -0.5476, 4.6003)  0.312
H (-0.1770, -1.6226, -2.4455)  0.328
H (1.6041, -1.2449, -2.7434)  0.579
H (2.5044, 1.7004, -3.5222)  0.347
H (1.7116, 2.2357, -1.8567)  0.045
H (0.9911, 3.3881, -4.7961)  0.321
H (0.1521, 3.9211, -3.1568)  0.293
H (1.9743, 4.2082, -3.4291)  0.344
H (3.2395, 0.0438, -2.0148)  0.151
H (3.6129, -1.2269, -0.1042)  0.167
H (3.5796, 1.8320, -0.5392)  0.260
H (0.7772, 1.7399, 0.9768)  0.479
H (-2.4847, 1.7013, -0.4659)  0.268
H (-4.3879, -1.0652, -0.8547)  0.265
H (-3.5851, 0.2540, -1.9458)  0.103
H (-3.6874, -1.5075, -2.5181)  0.244
Na (-2.0687, 2.0365, -3.7870)  0.884



ORCA calculation (wB97M-V/def2-TZVPD) on one molecule with the formula C3H2N2O2 in a non-equilibrium geometry.

Results
HOMO level: -11.49 eV
max |F|: 1.1 eV Å⁻¹
orbital gap: 11.29 eV
SMILES string: [H]/N=C(/C#N)OC=O
2S+1: 1
energy above the lowest of the compared OMol25 structures with the same formula, charge and spin: 22.5 kcal per mole
total charge: 0
LUMO: -0.208 eV
molecular weight: 98.1 g/mol
DFT total energy: -375.4757 Eh

Last column: Mulliken charge in e.
CARTESIAN COORDINATES (ANGSTROEM)
H (-1.4632, -2.0174, -0.0851)  0.291
N (-1.7676, -1.0424, -0.0498)  -0.557
C (-0.7818, -0.2713, 0.0674)  0.560
C (-0.9860, 1.1642, 0.1697)  0.221
N (-1.1669, 2.2998, 0.2785)  -0.333
O (0.5104, -0.7398, 0.1926)  -0.312
C (1.5952, 0.0398, -0.1228)  0.183
O (1.5578, 1.1319, -0.5964)  -0.412
H (2.4991, -0.5288, 0.1242)  0.358



ORCA calculation (wB97M-V/def2-TZVPD) on a 2-piece molecular cluster, C5H12O2 overall.

Results
HOMO level: -9.61 eV
max |F|: 0.4 eV Å⁻¹
orbital gap: 10.35 eV
SMILES string: C=C[C@@H](C)O.CO
2S+1: 1
energy above the lowest of the compared OMol25 structures with the same formula, charge and spin: 41.2 kcal per mole
total charge: 0
LUMO: 0.738 eV
molecular weight: 104.1 g/mol
DFT total energy: -348.1392 Eh

Last column: Mulliken charge in e.
CARTESIAN COORDINATES (ANGSTROEM)
C (0.9463, -1.3951, 1.0916)  -0.999
C (1.2328, -0.3839, 0.2794)  -0.163
C (0.8553, 1.0532, 0.5567)  0.384
C (0.9727, 1.9291, -0.6839)  -1.309
O (-0.4833, 1.0645, 1.0715)  -0.570
H (0.3937, -1.2424, 2.0170)  0.312
H (1.2318, -2.4147, 0.8438)  0.318
H (1.7653, -0.5668, -0.6543)  0.295
H (1.5251, 1.4446, 1.3388)  0.358
H (0.2953, 1.5673, -1.4647)  0.290
H (0.7273, 2.9727, -0.4508)  0.404
H (1.9978, 1.9094, -1.0703)  0.362
H (-0.7177, 1.9841, 1.2568)  0.277
C (-1.8910, -1.6563, -0.7376)  -0.559
O (-1.4843, -0.3693, -1.1428)  -0.483
H (-2.9879, -1.7606, -0.7439)  0.277
H (-1.4755, -2.3935, -1.4351)  0.227
H (-1.5274, -1.9109, 0.2690)  0.208
H (-1.3762, 0.1686, -0.3412)  0.372